1.
Entry from OMol25: an isolated molecule of C18H22N2O4S (the ωB97M-V functional and the def2-TZVPD basis).

Each line ends with the natural charge from an NBO analysis.
Positions of all 47 atoms, in Å:
1 O -0.4408 -1.5640 2.1069  -0.621
2 C 0.0741 -0.8367 1.2821  0.660
3 N 0.3409 0.4742 1.4758  -0.611
4 C 0.0147 1.2114 2.6904  -0.037
5 C -1.4965 1.2342 2.9362  -0.416
6 C -1.8153 2.0416 4.1903  -0.395
7 C -1.0933 1.4545 5.3989  -0.397
8 C 0.4122 1.4248 5.1551  -0.394
9 C 0.7330 0.6153 3.9029  -0.416
10 C 0.4496 -1.3258 -0.0861  -0.114
11 C 1.5979 -0.8881 -0.7422  -0.152
12 C 1.8702 -1.3305 -2.0239  -0.185
13 C 0.9874 -2.1960 -2.6390  -0.337
14 S 1.2878 -2.6353 -4.3400  2.302
15 O 2.5993 -3.1878 -4.4955  -0.930
16 O 0.1650 -3.3737 -4.8467  -0.939
17 N 1.3515 -1.1043 -5.0452  -0.856
18 C 0.0530 -0.4693 -5.2183  -0.293
19 C -0.3111 0.2701 -3.9716  0.266
20 C 0.2563 1.3571 -3.3721  -0.301
21 C -0.4846 1.5884 -2.1880  -0.324
22 C -1.4452 0.6267 -2.1570  0.092
23 O -1.3452 -0.1743 -3.2289  -0.399
24 C -0.1326 -2.6743 -1.9904  -0.172
25 C -0.3938 -2.2456 -0.7009  -0.175
26 H 0.6713 1.0027 0.6856  0.402
27 H 0.3680 2.2377 2.5356  0.194
28 H -2.0021 1.6644 2.0680  0.202
29 H -1.8410 0.2073 3.0594  0.228
30 H -1.5008 3.0787 4.0469  0.189
31 H -2.8931 2.0403 4.3621  0.211
32 H -1.4495 0.4374 5.5714  0.199
33 H -1.3153 2.0464 6.2890  0.207
34 H 0.7816 2.4468 5.0351  0.189
35 H 0.9207 0.9846 6.0144  0.212
36 H 1.8100 0.6070 3.7213  0.207
37 H 0.4007 -0.4146 4.0314  0.231
38 H 2.2861 -0.2170 -0.2495  0.212
39 H 2.7455 -1.0084 -2.5642  0.240
40 H 1.9038 -1.1546 -5.8874  0.410
41 H -0.7141 -1.2280 -5.4175  0.236
42 H 0.1049 0.2245 -6.0600  0.229
43 H 1.0921 1.9199 -3.7323  0.228
44 H -0.3315 2.3726 -1.4749  0.224
45 H -2.2287 0.4161 -1.4568  0.209
46 H -0.7851 -3.3569 -2.5109  0.249
47 H -1.2579 -2.5995 -0.1595  0.239

Computed properties:
- HOMO level (eV) = -8.809
- SMILES string = O=C(NC1CCCCC1)c1ccc(S(=O)(=O)NCc2ccco2)cc1
- largest force on an atom (eV/Å) = 1.05
- calculated total energy (hartree) = -1507.76599
- gap between HOMO and LUMO (hartree) = 0.330
- net charge = 0
- ΔE to the lowest compared entry with this formula, charge and spin (kJ/mol) = 126.09

=====

2.
Entry from OMol25: an isolated molecule of C18H22N2O5S (the ωB97M-V functional and the def2-TZVPD basis).

Each line ends with the natural charge from an NBO analysis.
Positions of all 48 atoms, in Å:
1 C -6.8457 -2.3743 1.5769  -0.638
2 C -7.4060 -1.1259 0.9028  -0.065
3 O -6.7197 -0.7997 -0.2931  -0.484
4 C -5.5095 -0.2004 -0.2465  0.327
5 C -4.9019 0.0102 -1.4916  -0.262
6 C -3.6724 0.6263 -1.5746  -0.155
7 C -3.0391 1.0392 -0.4152  -0.388
8 S -1.4355 1.8188 -0.5015  2.266
9 O -1.2117 2.3065 -1.8361  -0.937
10 O -1.2991 2.7442 0.5846  -0.936
11 N -0.4928 0.4247 -0.1725  -0.682
12 N 0.8354 0.2078 -0.1367  -0.225
13 C 1.7420 1.0963 -0.1126  0.242
14 C 1.5555 2.5832 -0.1937  -0.712
15 C 3.1215 0.5898 0.0121  -0.149
16 C 4.0180 1.2171 0.8628  -0.146
17 C 5.3197 0.7731 1.0250  -0.344
18 C 5.7497 -0.3321 0.3055  0.318
19 O 6.9993 -0.8730 0.3666  -0.494
20 C 7.9428 -0.2797 1.2250  -0.251
21 C 4.8681 -0.9726 -0.5661  -0.321
22 C 3.5636 -0.5327 -0.7192  0.351
23 O 2.6744 -1.0973 -1.5718  -0.480
24 C 3.0848 -2.1966 -2.3464  -0.250
25 C -3.6244 0.8463 0.8190  -0.152
26 C -4.8580 0.2262 0.9119  -0.272
27 H -6.8826 -3.2129 0.8864  0.218
28 H -7.4405 -2.6135 2.4540  0.219
29 H -5.8125 -2.2253 1.8806  0.212
30 H -7.4090 -0.2733 1.5918  0.173
31 H -8.4340 -1.3098 0.5789  0.198
32 H -5.4264 -0.3177 -2.3747  0.232
33 H -3.1938 0.8094 -2.5235  0.244
34 H -0.9668 -0.3975 -0.5185  0.395
35 H 2.5085 3.0827 -0.3456  0.227
36 H 0.8930 2.8232 -1.0237  0.251
37 H 1.0816 2.9625 0.7110  0.250
38 H 3.6856 2.0685 1.4370  0.214
39 H 5.9730 1.2917 1.7074  0.219
40 H 8.8527 -0.8677 1.1150  0.199
41 H 7.6142 -0.3139 2.2687  0.176
42 H 8.1469 0.7581 0.9424  0.176
43 H 5.2508 -1.8215 -1.1080  0.223
44 H 2.2203 -2.4680 -2.9505  0.199
45 H 3.3689 -3.0483 -1.7198  0.177
46 H 3.9195 -1.9383 -3.0068  0.176
47 H -3.1073 1.1962 1.6979  0.243
48 H -5.3012 0.0901 1.8851  0.216

Computed properties:
- HOMO level (eV) = -7.825
- SMILES string = CCOc1ccc(S(=O)(=O)N/N=C(\C)c2ccc(OC)cc2OC)cc1
- largest force on an atom (eV/Å) = 1.46
- calculated total energy (hartree) = -1582.90924
- gap between HOMO and LUMO (hartree) = 0.311
- net charge = 0
- ΔE to the lowest compared entry with this formula, charge and spin (kJ/mol) = 344.83

=====

3.
Entry from OMol25: a structure of composition C18H22N4O7S3 (the ωB97M-V functional and the def2-TZVPD basis).

Each line ends with the natural charge from an NBO analysis.
Positions of all 54 atoms, in Å:
1 O 5.7096 1.3495 0.9979  -0.485
2 C 5.2742 1.1748 -0.0769  0.886
3 N 4.8763 0.7476 -1.1684  -0.528
4 C 3.7852 1.6576 -1.5689  0.123
5 C 2.4966 1.3912 -1.1806  -0.215
6 C 1.4277 2.3088 -1.5935  -0.030
7 C -0.0072 2.0789 -1.2145  -0.002
8 C -1.0249 3.0920 -1.2866  -0.248
9 C -2.3125 2.7190 -0.8774  0.033
10 N -2.7502 1.5527 -0.4159  -0.407
11 C -1.8312 0.5829 -0.3683  0.037
12 C -0.5034 0.8311 -0.7586  -0.259
13 C 1.6977 3.4451 -2.3382  -0.176
14 C 3.0551 3.7469 -2.7259  0.085
15 N 3.3787 4.8270 -3.4547  -0.564
16 S 5.0177 4.6590 -3.5869  0.919
17 N 5.3052 3.2645 -2.8002  -0.592
18 C 4.1175 2.8264 -2.3416  0.117
19 H 2.2292 0.5151 -0.5833  0.243
20 H -0.7866 4.1013 -1.6416  0.220
21 H -3.0746 3.5175 -0.9367  0.189
22 H -2.1308 -0.4145 -0.0139  0.223
23 H 0.2045 -0.0122 -0.7058  0.211
24 H 0.9110 4.1495 -2.6317  0.228
25 O -3.5121 -3.3358 -2.7144  -0.936
26 S -4.3085 -2.2048 -2.3452  2.381
27 O -4.3814 -1.7482 -0.9913  -0.932
28 O -5.7938 -2.4136 -2.8993  -0.721
29 C -6.4894 -3.6178 -2.5401  -0.077
30 C -7.0021 -3.5742 -1.1133  -0.641
31 C -3.8766 -0.8388 -3.3729  -0.888
32 H -5.8525 -4.4894 -2.7056  0.198
33 H -7.3336 -3.7010 -3.2243  0.194
34 H -6.1787 -3.5738 -0.3989  0.228
35 H -7.6289 -4.4425 -0.9057  0.216
36 H -7.5812 -2.6664 -0.9398  0.218
37 H -3.8599 -1.1690 -4.4087  0.249
38 H -2.8885 -0.4972 -3.0688  0.255
39 H -4.6062 -0.0455 -3.2273  0.257
40 O 1.9505 -2.5541 3.7393  -0.937
41 S 2.1759 -1.6483 4.8248  2.382
42 O 1.4081 -0.4502 4.9660  -0.931
43 O 3.7296 -1.2760 4.8734  -0.722
44 C 4.3381 -0.7538 3.6807  -0.076
45 C 3.9726 0.6979 3.4424  -0.656
46 C 2.1161 -2.5387 6.3456  -0.887
47 H 4.0790 -1.3739 2.8195  0.194
48 H 5.4155 -0.8353 3.8240  0.196
49 H 2.9109 0.8039 3.2135  0.220
50 H 4.5424 1.1009 2.6027  0.236
51 H 4.1722 1.2976 4.3317  0.216
52 H 2.7314 -3.4305 6.2563  0.250
53 H 1.0784 -2.8125 6.5260  0.254
54 H 2.4761 -1.8942 7.1440  0.253

Computed properties:
- HOMO level (eV) = -9.137
- largest force on an atom (eV/Å) = 2.53
- calculated total energy (hartree) = -2639.31944
- gap between HOMO and LUMO (hartree) = 0.290
- net charge = 0
- ΔE to the lowest compared entry with this formula, charge and spin (kJ/mol) = 184.14

=====

4.
Entry from OMol25: a structure of composition C18H22N5O3PS2V (the ωB97M-V functional and the def2-TZVPD basis).

Each line ends with the natural charge from an NBO analysis.
Positions of all 52 atoms, in Å:
1 V -0.4538 -0.2794 -0.2467  1.319
2 S -1.6408 -0.0144 1.6380  0.113
3 C -2.0898 -1.6771 1.2440  0.097
4 C -2.9332 -2.5297 1.9227  -0.243
5 C -3.1389 -3.7857 1.3683  -0.075
6 C -2.5200 -4.1378 0.1724  -0.247
7 C -1.6984 -3.2258 -0.4551  0.091
8 N -1.4846 -2.0197 0.0936  -0.514
9 H -3.4094 -2.2202 2.8417  0.262
10 H -3.7882 -4.4921 1.8686  0.254
11 H -2.6738 -5.1111 -0.2696  0.257
12 H -1.2025 -3.4254 -1.3927  0.251
13 N -5.0368 0.0474 -7.2021  -0.745
14 C -4.0356 -0.0810 -6.3107  0.250
15 C -4.0891 -1.0804 -5.3138  -0.277
16 C -3.0697 -1.2134 -4.4094  -0.130
17 C -1.9678 -0.3526 -4.4762  -0.431
18 C -1.8991 0.6478 -5.4517  -0.132
19 C -2.9185 0.7787 -6.3582  -0.267
20 S -0.7055 -0.5063 -3.3412  2.321
21 O -0.5838 -1.8586 -2.8477  -0.970
22 O 0.4843 0.1667 -3.7856  -0.940
23 N -1.1672 0.2929 -1.9229  -0.852
24 C -0.9370 1.6517 -1.7450  0.582
25 N -0.4733 1.7943 -0.4892  -0.525
26 C -0.2774 3.0294 -0.0149  0.132
27 C -0.4996 4.1074 -0.8431  -0.301
28 C -0.9235 3.8422 -2.1445  0.158
29 N -1.1567 2.6113 -2.6081  -0.429
30 H -5.8208 -0.5797 -7.1979  0.409
31 H -4.9940 0.7314 -7.9358  0.410
32 H -4.9382 -1.7501 -5.2770  0.230
33 H -3.1082 -1.9918 -3.6589  0.230
34 H -1.0414 1.3045 -5.4919  0.249
35 H -2.8663 1.5415 -7.1239  0.231
36 H 0.0636 3.1287 1.0075  0.236
37 H -0.3449 5.1184 -0.4987  0.266
38 H -1.0931 4.6525 -2.8434  0.234
39 C 3.2190 0.3149 -1.8838  -1.022
40 P 2.6874 -1.0628 -0.8978  1.928
41 C 2.5224 -2.5220 -1.8944  -1.016
42 C 3.8022 -1.3499 0.4565  -1.004
43 O 1.2779 -0.7050 -0.2681  -0.963
44 H 4.1987 0.0890 -2.3095  0.287
45 H 3.3001 1.2070 -1.2623  0.273
46 H 2.5010 0.4732 -2.6909  0.307
47 H 3.4940 -2.7534 -2.3356  0.286
48 H 1.7897 -2.3479 -2.6828  0.303
49 H 2.2048 -3.3607 -1.2743  0.276
50 H 4.7889 -1.6021 0.0642  0.286
51 H 3.4380 -2.1784 1.0641  0.281
52 H 3.8803 -0.4531 1.0710  0.281

Computed properties:
- HOMO level (alpha / beta) (eV) = -12.959 / -12.972
- largest force on an atom (eV/Å) = 0.16
- calculated total energy (hartree) = -3279.96278
- multiplicity = 2
- <S²> = 0.768
- gap between HOMO and LUMO (alpha / beta) (hartree) = 0.192 / 0.215
- net charge = +2
- ΔE to the lowest compared entry with this formula, charge and spin (kJ/mol) = 26.34